Computed, not measured: a molecular structure, C28H32CrN5OS2, with ωB97M-V/def2-TZVPD.

total charge: 0
2S+1: 4
calculated total energy: -3276.078410 Eh
LUMO level (spin up / spin down): -0.4 / 0.1 eV
<S²>: 3.813
ΔE to the lowest compared entry with this formula, charge and spin: 0.0 kJ/mol

CARTESIAN COORDINATES (ANGSTROEM)
Cr: -0.164 -0.003 -0.112
C: 1.555 -2.097 -1.626
N: 1.516 -0.656 -1.354
C: 1.456 0.054 -2.637
C: 2.710 -0.199 -0.650
C: 3.988 -0.485 -1.099
C: 5.097 0.076 -0.487
C: 4.918 1.015 0.516
C: 3.655 1.310 0.982
C: 2.529 0.638 0.474
N: 1.247 0.778 0.933
C: 0.923 0.977 2.244
C: 1.816 0.963 3.328
C: 1.376 1.172 4.617
C: 0.032 1.374 4.876
C: -0.879 1.308 3.834
C: -0.456 1.079 2.538
N: -1.406 0.928 1.439
C: -2.514 0.037 1.810
C: -1.964 2.250 1.134
H: 2.393 -2.375 -2.273
H: 1.639 -2.639 -0.686
H: 0.632 -2.394 -2.127
H: 2.224 -0.310 -3.329
H: 0.474 -0.111 -3.081
H: 1.608 1.119 -2.471
H: 4.140 -1.154 -1.933
H: 6.086 -0.192 -0.824
H: 5.772 1.527 0.932
H: 3.522 2.085 1.722
H: 2.856 0.738 3.156
H: 2.091 1.157 5.427
H: -0.310 1.544 5.884
H: -1.931 1.418 4.053
H: -3.242 0.529 2.462
H: -3.036 -0.279 0.905
H: -2.127 -0.847 2.318
H: -2.440 2.677 2.024
H: -1.165 2.913 0.810
H: -2.712 2.165 0.347
S: 0.070 -1.892 1.266
C: -1.000 -3.075 0.571
C: -1.055 -4.346 1.132
C: -1.841 -5.343 0.568
C: -1.864 -6.640 1.115
N: -1.887 -7.702 1.548
C: -2.608 -5.058 -0.583
C: -2.579 -3.781 -1.124
C: -1.779 -2.789 -0.571
S: -1.773 -1.226 -1.315
C: -3.372 -6.058 -1.217
N: -3.978 -6.859 -1.772
H: -0.460 -4.560 2.007
H: -3.168 -3.551 -2.000
C: 0.911 3.426 -1.039
C: -0.198 3.072 -2.026
O: -0.910 1.921 -1.582
C: -2.166 1.791 -2.240
C: -2.081 1.388 -3.706
H: 0.595 4.204 -0.349
H: 1.797 3.772 -1.565
H: 1.174 2.543 -0.457
H: 0.221 2.875 -3.023
H: -0.906 3.908 -2.126
H: -2.714 2.740 -2.147
H: -2.703 1.015 -1.694
H: -1.520 2.108 -4.296
H: -3.090 1.330 -4.104
H: -1.626 0.406 -3.800

Mulliken population analysis, charges in e, atoms 1 to 5:
1. Cr 1.03
2. C -1.43
3. N 1.58
4. C -1.04
5. C 0.09

***

Computed, not measured: 6 unconnected molecules or ions with the total composition C28H32F32O8S2, with ωB97M-V/def2-TZVPD.

total charge: +1
2S+1: 2
calculated total energy: -5679.447191 Eh
LUMO level (spin up / spin down): -3.9 / -9.5 eV
<S²>: 0.759

CARTESIAN COORDINATES (ANGSTROEM)
C: 6.223 3.532 5.070
C: 4.808 2.801 5.106
C: 3.670 3.776 5.120
S: 4.273 5.084 6.315
O: 3.953 4.570 7.649
O: 3.668 6.270 5.677
C: 6.040 5.006 5.703
H: 6.712 3.611 4.099
H: 6.609 2.927 5.890
H: 4.628 2.188 5.989
H: 4.619 2.163 4.242
H: 2.718 3.384 5.477
H: 3.651 4.326 4.179
H: 6.635 5.309 6.565
H: 6.135 5.644 4.825
C: -2.659 -7.139 0.648
C: -1.535 -6.126 0.450
C: -1.587 -5.039 1.507
S: -2.708 -5.774 2.915
O: -4.037 -5.207 3.047
O: -1.962 -5.914 4.194
C: -2.776 -7.470 2.183
H: -2.513 -8.057 0.079
H: -3.687 -6.908 0.369
H: -1.794 -5.696 -0.518
H: -0.515 -6.455 0.254
H: -1.801 -3.984 1.337
H: -0.626 -5.040 2.021
H: -3.745 -7.855 2.503
H: -1.905 -8.020 2.540
C: 2.690 -3.442 -5.667
C: 1.931 -3.510 -4.256
C: 0.940 -4.644 -4.282
F: 1.095 -5.674 -5.050
F: 0.489 -4.959 -3.067
F: 3.034 -3.549 -3.470
F: 1.485 -2.333 -3.892
O: 1.677 -3.444 -6.630
C: 1.619 -2.333 -7.610
C: 2.462 -2.616 -8.807
F: 2.441 -3.957 -9.261
F: 2.170 -1.853 -9.862
F: 0.359 -2.155 -8.064
F: 1.827 -1.230 -6.960
H: 3.429 -4.201 -5.925
H: 3.454 -2.692 -5.870
H: 0.010 -4.276 -4.715
H: 3.542 -2.572 -8.665
C: 1.467 -0.158 0.065
C: 1.305 -1.126 -1.107
C: 0.668 -2.574 -0.784
F: 1.258 -3.227 0.184
F: -0.571 -2.412 -0.381
F: 0.535 -0.497 -2.052
F: 2.482 -1.185 -1.712
O: 2.429 0.890 -0.060
C: 3.444 1.184 0.930
C: 4.093 2.547 0.728
F: 3.329 3.724 0.566
F: 5.001 2.907 1.774
F: 2.747 1.118 2.046
F: 4.427 0.156 0.810
H: 1.555 -0.629 1.044
H: 0.521 0.378 0.137
H: 0.763 -3.384 -1.506
H: 4.575 2.599 -0.248
C: -5.900 -0.220 1.683
C: -5.886 1.328 1.874
C: -4.496 1.866 1.501
F: -4.389 3.130 1.628
F: -3.487 1.225 2.136
F: -6.794 1.951 0.979
F: -6.144 1.747 3.049
O: -5.202 -0.525 0.371
C: -5.025 -1.960 0.279
C: -4.231 -2.147 -1.047
F: -3.976 -3.429 -1.324
F: -4.706 -1.617 -2.155
F: -4.247 -2.529 1.137
F: -6.213 -2.691 0.423
H: -6.938 -0.543 1.603
H: -5.464 -0.880 2.433
H: -4.359 1.768 0.424
H: -3.252 -1.697 -0.878
C: -1.801 5.644 0.507
C: -2.289 6.740 -0.487
C: -2.332 8.178 0.047
F: -3.197 9.085 -0.502
F: -2.585 8.309 1.374
F: -1.570 6.653 -1.627
F: -3.525 6.315 -0.719
O: -1.629 4.329 -0.119
C: -0.200 3.974 -0.510
C: -0.308 2.855 -1.611
F: -1.223 2.889 -2.613
F: 0.826 2.569 -2.252
F: 0.357 5.140 -0.962
F: 0.471 3.717 0.519
H: -2.680 5.488 1.132
H: -0.935 6.008 1.060
H: -1.352 8.641 -0.071
H: -0.488 1.909 -1.101

Mulliken population analysis, charges in e, atoms 1 to 5:
1. C -0.55
2. C -0.67
3. C -0.59
4. S 1.06
5. O -0.47

***

Computed, not measured: a molecular structure, C28H32GaN6O4Se2, with ωB97M-V/def2-TZVPD.

total charge: +1
2S+1: 1
calculated total energy: -8443.186906 Eh
LUMO level: -3.0 eV

CARTESIAN COORDINATES (ANGSTROEM)
Ga: 1.218 -0.114 1.018
O: 3.387 0.010 1.056
C: 4.096 0.973 0.772
C: 3.626 2.322 0.620
C: 4.550 3.371 0.643
C: 4.109 4.669 0.647
C: 2.744 4.963 0.583
C: 1.826 3.946 0.505
C: 2.235 2.600 0.534
O: 1.317 1.666 0.462
N: 5.079 5.761 0.742
O: 6.256 5.461 0.803
O: 4.643 6.896 0.749
H: 5.176 0.805 0.650
H: 5.611 3.161 0.684
H: 2.431 5.997 0.598
H: 0.765 4.149 0.443
C: -5.186 -3.905 0.431
C: -3.849 -3.172 0.374
C: -2.714 -4.113 -0.024
C: -1.348 -3.432 -0.048
N: -1.283 -2.368 -1.041
C: -1.232 -1.047 -0.808
Se: -1.254 -0.212 0.884
N: -1.180 -0.393 -1.978
C: -1.123 1.051 -2.168
C: -2.467 1.622 -2.613
C: -2.426 3.146 -2.729
C: -1.458 3.650 -3.798
C: -1.181 -1.321 -3.009
C: -1.130 -1.171 -4.390
C: -1.132 -2.328 -5.143
C: -1.181 -3.593 -4.543
C: -1.234 -3.743 -3.172
C: -1.238 -2.579 -2.411
H: -5.994 -3.226 0.702
H: -5.155 -4.707 1.170
H: -5.425 -4.349 -0.537
H: -3.630 -2.727 1.349
H: -3.917 -2.350 -0.345
H: -2.934 -4.548 -1.002
H: -2.659 -4.936 0.693
H: -0.555 -4.146 -0.277
H: -1.139 -2.985 0.920
H: -0.348 1.251 -2.908
H: -0.826 1.501 -1.222
H: -3.227 1.331 -1.884
H: -2.750 1.191 -3.577
H: -2.158 3.572 -1.758
H: -3.431 3.497 -2.967
H: -0.418 3.458 -3.529
H: -1.567 4.725 -3.934
H: -1.659 3.171 -4.759
H: -1.091 -0.196 -4.856
H: -1.096 -2.257 -6.221
H: -1.179 -4.473 -5.171
H: -1.267 -4.722 -2.714
Se: 3.542 -3.852 0.504
C: 2.396 -2.608 0.326
N: 1.546 -1.782 0.189
N: 1.445 -0.232 7.169
C: 1.432 -0.210 5.827
C: 1.736 0.962 5.106
C: 1.696 0.943 3.739
N: 1.378 -0.156 3.034
C: 1.100 -1.285 3.709
C: 1.117 -1.358 5.074
H: 1.673 0.591 7.696
H: 1.225 -1.072 7.673
H: 2.004 1.873 5.623
H: 1.924 1.834 3.167
H: 0.868 -2.154 3.104
H: 0.894 -2.294 5.567

Mulliken population analysis, charges in e, atoms 1 to 5:
1. Ga -0.17
2. O -0.39
3. C -0.26
4. C 1.26
5. C -0.55

***

Computed, not measured: a molecular structure, C28H32GeN3O2Rb, with ωB97M-V/def2-TZVPD.

total charge: -2
2S+1: 1
calculated total energy: -3501.732480 Eh
LUMO level (spin up / spin down): 4.2 / 4.2 eV

CARTESIAN COORDINATES (ANGSTROEM)
Rb: -1.116 0.245 -1.736
C: -1.936 4.762 1.158
O: -2.401 3.680 1.953
C: -2.285 2.533 1.164
N: -1.965 2.745 -0.077
C: -1.747 4.163 -0.258
C: -0.385 4.497 -0.835
C: -0.157 5.748 -1.402
C: 1.096 6.089 -1.893
C: 2.139 5.174 -1.829
C: 1.919 3.924 -1.269
C: 0.666 3.589 -0.771
C: -2.535 1.312 1.833
C: -2.969 1.305 3.196
C: -3.143 0.122 3.837
C: -2.871 -1.093 3.149
C: -2.466 -0.999 1.825
N: -2.315 0.126 1.148
C: -2.159 -2.269 1.104
N: -1.901 -2.450 -0.119
C: -1.714 -3.882 -0.335
C: -1.731 -4.467 1.095
O: -2.180 -3.381 1.906
C: -0.464 -4.260 -1.096
C: -0.261 -5.604 -1.410
C: 0.884 -6.011 -2.076
C: 1.842 -5.071 -2.443
C: 1.643 -3.734 -2.137
C: 0.496 -3.329 -1.464
H: -0.991 5.130 1.566
H: -2.671 5.569 1.183
H: -2.501 4.574 -0.943
H: -0.978 6.456 -1.469
H: 1.255 7.065 -2.339
H: 3.114 5.429 -2.226
H: 2.716 3.191 -1.227
H: 0.503 2.613 -0.331
H: -3.148 2.247 3.695
H: -3.474 0.103 4.869
H: -2.959 -2.054 3.628
H: -2.569 -4.249 -0.912
H: -0.731 -4.765 1.415
H: -2.416 -5.304 1.218
H: -1.013 -6.338 -1.132
H: 1.027 -7.059 -2.315
H: 2.736 -5.384 -2.970
H: 2.372 -2.983 -2.413
H: 0.371 -2.281 -1.229
C: -1.701 0.182 -5.012
H: -1.834 0.954 -5.804
H: -1.519 -0.750 -5.598
C: 4.480 -0.379 1.330
Ge: 2.579 -0.337 0.677
C: 1.845 -2.005 1.472
C: 1.758 1.079 1.793
C: 2.162 -0.118 -1.160
H: 4.529 -0.614 2.400
H: 4.959 0.591 1.163
H: 5.047 -1.135 0.779
H: 2.081 -2.055 2.538
H: 2.234 -2.905 0.987
H: 0.756 -2.007 1.360
H: 1.996 0.934 2.851
H: 0.670 1.044 1.678
H: 2.095 2.078 1.499
H: 2.716 -0.857 -1.759
H: 2.521 0.872 -1.476

Mulliken population analysis, charges in e, atoms 1 to 5:
1. Rb 0.68
2. C -0.69
3. O -0.42
4. C -0.15
5. N -0.33

***

Computed, not measured: a molecular structure, C28H32IrN5O2S, with ωB97M-V/def2-TZVPD.

total charge: 0
2S+1: 5
calculated total energy: -2012.753801 Eh
LUMO level (spin up / spin down): 0.0 / -1.9 eV
<S²>: 6.036
ΔE to the lowest compared entry with this formula, charge and spin: 64.3 kJ/mol

CARTESIAN COORDINATES (ANGSTROEM)
Ir: -0.401 -0.327 -0.726
C: 2.695 -4.034 2.854
C: 1.611 -4.813 2.460
C: 0.666 -4.322 1.572
C: 0.796 -3.027 1.056
C: 1.882 -2.247 1.454
C: 2.822 -2.747 2.344
N: -0.152 -2.481 0.161
N: -1.113 -3.314 -0.164
C: -2.062 -2.764 -0.933
C: -3.122 -3.582 -1.401
C: -4.078 -3.069 -2.220
C: -4.014 -1.710 -2.611
C: -2.992 -0.954 -2.139
N: -2.039 -1.447 -1.294
H: 3.428 -4.425 3.551
H: 1.500 -5.818 2.853
H: -0.179 -4.922 1.265
H: 1.975 -1.245 1.060
H: 3.658 -2.124 2.643
H: -3.115 -4.618 -1.086
H: -4.880 -3.704 -2.584
H: -4.748 -1.265 -3.269
H: -2.881 0.085 -2.412
O: -1.184 1.502 -2.054
N: -0.391 1.768 -3.084
C: -0.357 3.047 -3.529
C: 0.409 3.406 -4.600
C: 1.171 2.429 -5.238
C: 1.139 1.138 -4.761
C: 0.352 0.791 -3.655
S: 0.303 -0.815 -3.004
H: -0.985 3.719 -2.969
H: 0.406 4.436 -4.927
H: 1.791 2.681 -6.090
H: 1.727 0.351 -5.217
C: 3.594 0.205 -0.472
C: 2.376 0.927 -1.004
C: 2.484 2.431 -0.861
O: 1.209 0.507 -0.267
H: 4.478 0.544 -1.016
H: 3.496 -0.875 -0.604
H: 3.733 0.420 0.595
H: 2.265 0.677 -2.051
H: 2.638 2.710 0.186
H: 1.571 2.921 -1.218
H: 3.330 2.790 -1.454
C: 0.608 2.590 3.981
N: 0.925 1.969 2.708
C: 0.589 2.853 1.601
C: 0.460 0.577 2.536
C: -1.026 0.438 2.219
C: -1.912 0.588 3.295
C: -3.286 0.661 3.130
C: -3.805 0.602 1.846
C: -2.954 0.395 0.770
C: -1.568 0.273 0.929
H: 1.199 3.502 4.093
H: 0.868 1.918 4.801
H: -0.452 2.877 4.090
H: 1.227 3.740 1.633
H: -0.462 3.191 1.626
H: 0.748 2.347 0.647
H: 0.687 0.040 3.458
H: 1.054 0.137 1.754
H: -1.493 0.644 4.292
H: -3.938 0.772 3.988
H: -4.873 0.693 1.674
H: -3.406 0.359 -0.207

Mulliken population analysis, charges in e, atoms 1 to 5:
1. Ir 1.84
2. C -0.57
3. C -0.58
4. C -0.74
5. C 0.18

***

Computed, not measured: a molecular structure, C28H32MoN11, with ωB97M-V/def2-TZVPD.

total charge: +3
2S+1: 1
calculated total energy: -1755.634843 Eh
LUMO level (spin up / spin down): -11.8 / -11.9 eV
ΔE to the lowest compared entry with this formula, charge and spin: 1.8 kJ/mol

CARTESIAN COORDINATES (ANGSTROEM)
Mo: -0.175 -0.553 -0.803
C: 2.797 -1.277 -0.729
N: 1.843 -0.219 -0.407
C: 2.218 1.021 -0.223
C: 1.168 1.948 -0.204
C: 1.013 3.302 0.001
C: -0.380 3.588 -0.145
C: -1.013 2.417 -0.423
N: -0.077 1.377 -0.504
C: 2.344 -1.932 -2.010
C: 1.233 -1.456 -2.722
C: 0.773 -2.063 -3.894
C: 1.437 -3.178 -4.364
C: 2.542 -3.667 -3.665
C: 2.988 -3.056 -2.499
H: 2.792 -2.020 0.072
H: 3.811 -0.884 -0.807
H: 3.265 1.295 -0.126
H: 1.796 4.014 0.217
H: -0.842 4.559 -0.068
H: -2.060 2.241 -0.614
H: 0.789 -0.443 -2.531
H: -0.067 -1.648 -4.436
H: 1.115 -3.658 -5.278
H: 3.068 -4.534 -4.043
H: 3.850 -3.454 -1.977
C: -5.638 1.940 0.046
C: -6.317 0.588 -0.152
C: -6.572 0.271 -1.623
C: -5.572 -0.523 0.598
N: -4.118 -0.562 0.285
C: -3.083 -0.397 1.126
N: -1.988 -0.497 0.408
N: -2.391 -0.717 -0.852
N: -3.661 -0.759 -0.946
H: -6.272 2.736 -0.339
H: -4.695 1.994 -0.511
H: -5.444 2.155 1.100
H: -7.285 0.618 0.355
H: -5.659 0.317 -2.217
H: -7.268 1.000 -2.035
H: -7.016 -0.717 -1.749
H: -5.960 -1.516 0.376
H: -5.610 -0.354 1.674
H: -3.161 -0.212 2.186
C: 1.020 -2.260 2.262
C: 0.520 -3.032 1.093
N: -0.020 -2.520 -0.024
C: -0.403 -3.590 -0.834
C: -0.057 -4.731 -0.205
N: 0.515 -4.362 0.997
C: 1.068 -5.345 1.958
N: 2.180 -5.999 1.393
N: 1.938 -7.001 0.492
N: 3.030 -7.370 -0.025
C: 4.067 -6.624 0.507
C: 5.445 -6.693 0.279
C: 6.233 -5.820 0.978
C: 5.681 -4.905 1.889
C: 4.322 -4.832 2.133
C: 3.526 -5.713 1.418
H: 0.965 -1.191 2.061
H: 2.057 -2.510 2.492
H: 0.424 -2.470 3.152
H: -0.872 -3.459 -1.795
H: -0.149 -5.767 -0.489
H: 0.294 -6.080 2.172
H: 1.348 -4.833 2.876
H: 5.865 -7.414 -0.408
H: 7.305 -5.845 0.842
H: 6.349 -4.251 2.435
H: 3.919 -4.154 2.877

Mulliken population analysis, charges in e, atoms 1 to 5:
1. Mo 0.65
2. C -1.25
3. N 0.38
4. C -0.26
5. C 0.11